ORCA calculation (ωB97M-V/def2-TZVPD) on C3H4O3Pm as an isolated structure in a non-equilibrium geometry.

Values from the calculation:
- Maximum force: 3.1 eV/Å
- Energy relative to the best compared isomer or geometry (same formula, charge and spin): 6.4 kcal per mole

```
! wB97M-V def2-TZVPD RIJCOSX def2/J DEFGRID3
* xyz 0 6
O 4.148 6.032 4.277
C 5.067 5.627 5.106
C 6.158 6.326 5.490
H 5.114 4.483 5.248
H 6.191 7.412 5.374
H 7.110 5.802 5.601
O 2.291 2.784 4.292
C 3.344 2.249 3.834
O 3.791 2.627 2.710
Pm 2.492 4.756 2.778
H 3.622 1.239 4.197
*
```

Mulliken atomic charge list, values in e, 8 entries: O -0.76; C 0.25; C -0.81; H 0.07; H 0.25; H 0.22; O -0.71; C 0.33

ORCA calculation (ωB97M-V/def2-TZVPD) on one molecule with the formula C5H8N2O in a non-equilibrium geometry.

Values from the calculation:
- SMILES: C[C@H]1ON=C/C1=C/N
- Maximum force: 5.3 eV/Å
- Energy relative to the best compared isomer or geometry (same formula, charge and spin): 94.9 kcal per mole

```
! wB97M-V def2-TZVPD RIJCOSX def2/J DEFGRID3
* xyz 0 1
C -0.741 -0.281 -1.568
C 0.273 -0.825 -0.615
O 1.450 -0.978 -1.367
N 2.417 -0.074 -0.876
C 1.984 0.432 0.238
C 0.610 0.144 0.531
C -0.270 0.724 1.325
N -1.599 0.355 1.394
H -1.288 -0.952 -2.341
H -0.533 0.636 -1.984
H -1.575 0.162 -0.900
H 0.064 -1.814 -0.221
H 2.771 0.972 0.779
H 0.123 1.509 1.933
H -1.623 -0.877 1.461
H -2.063 0.867 2.212
*
```

natural (NBO) atomic charge list, values in e, 8 entries: C -0.64; C 0.04; O -0.37; N -0.08; C -0.03; C -0.17; C 0.01; N -0.82

ORCA calculation (ωB97M-V/def2-TZVPD) on a 3-piece molecular cluster, C16H16BN3O10 overall.

Values from the calculation:
- Maximum force: 0.8 eV/Å
- Electronic energy: -1560.7463 hartree

```
! wB97M-V def2-TZVPD RIJCOSX def2/J DEFGRID3
* xyz -2 1
C -1.091 -1.534 2.944
B -1.421 -1.767 1.427
O -2.042 -0.764 0.707
C -1.039 -3.123 0.706
O -1.087 -2.948 -0.731
N 0.366 -3.436 1.063
C 0.732 -4.699 1.733
O 1.030 -5.645 0.966
O 0.785 -4.653 2.988
C -2.155 -4.166 1.067
O -2.636 -4.043 2.212
O -2.518 -4.923 0.125
H -0.923 -2.508 3.399
H -1.907 -1.027 3.467
H -0.177 -0.955 3.083
H -2.167 -1.079 -0.197
H -0.964 -3.851 -1.058
H 0.939 -3.300 0.246
C 1.599 4.162 1.811
C 2.673 3.846 0.990
C 2.946 2.521 0.684
C 2.133 1.535 1.211
C 1.064 1.825 2.036
C 0.801 3.153 2.336
N 2.396 0.117 0.872
O 3.343 -0.110 0.133
O 1.656 -0.705 1.349
H 1.379 5.198 2.036
H 3.291 4.631 0.574
H 3.771 2.259 0.041
H 0.443 1.030 2.428
H -0.037 3.398 2.974
C -1.579 -0.133 -3.524
C -1.931 0.991 -4.264
C -1.366 2.221 -3.974
C -0.450 2.295 -2.940
C -0.090 1.190 -2.191
C -0.661 -0.037 -2.487
N 0.169 3.587 -2.619
O -0.171 4.571 -3.255
O 0.988 3.595 -1.724
H -2.024 -1.094 -3.748
H -2.650 0.909 -5.068
H -1.633 3.103 -4.537
H 0.620 1.281 -1.383
H -0.405 -0.918 -1.908
*
```

natural (NBO) atomic charge list, values in e, 8 entries: C -1.01; B 1.03; O -0.92; C -0.06; O -0.80; N -0.74; C 0.87; O -0.81

ORCA calculation (ωB97M-V/def2-TZVPD) on C22H24N4O3SZn as an isolated structure in a non-equilibrium geometry.

Values from the calculation:
- Maximum force: 2.6 eV/Å
- Electronic energy: -3474.4368 hartree

```
! wB97M-V def2-TZVPD RIJCOSX def2/J DEFGRID3
* xyz 2 1
C -1.156 -2.286 -7.681
C -1.495 -1.387 -8.644
H -1.036 -3.325 -7.991
H -1.105 -2.047 -6.636
C -1.502 0.045 -8.382
C -1.067 0.515 -7.184
H -0.853 -0.177 -6.405
H -0.983 1.587 -7.021
C -1.879 -1.877 -10.028
H -1.686 -2.952 -10.092
H -1.307 -1.381 -10.822
H -2.944 -1.716 -10.246
C -1.976 1.010 -9.447
H -2.998 0.791 -9.783
H -1.334 1.006 -10.338
H -1.970 2.023 -9.037
Zn 0.075 -0.131 -0.351
O -0.298 -0.246 -2.303
C 0.430 0.130 -3.270
O 1.280 1.420 -0.730
C 1.835 1.594 -1.836
O 2.881 2.384 -1.948
N 1.486 1.030 -3.052
C 3.371 2.329 -3.327
C 2.430 1.461 -4.102
H 4.377 1.902 -3.318
H 3.392 3.349 -3.713
H 2.923 0.590 -4.544
H 1.907 2.022 -4.879
C 0.288 -0.336 -4.628
C -0.143 -1.601 -4.956
H 0.715 0.359 -5.349
H -1.094 -1.974 -4.570
H 0.521 -2.301 -5.469
N -0.088 -1.245 3.553
C -0.168 0.098 3.928
C -0.048 0.700 5.166
C 0.017 2.105 5.192
C 0.006 2.852 3.999
C -0.084 2.221 2.748
C -0.191 0.828 2.725
N -0.153 -0.074 1.666
C -0.070 -1.318 2.194
C 0.151 -2.459 1.346
C 0.313 -3.787 1.669
S 0.599 -4.714 0.233
C 0.496 -3.270 -0.735
N 0.273 -2.171 -0.015
H -0.021 -2.046 4.169
H -0.016 0.078 6.061
H 0.084 2.626 6.149
H 0.071 3.940 4.059
H -0.057 2.759 1.800
H 0.263 -4.166 2.682
H 0.597 -3.265 -1.818
*
```

natural (NBO) atomic charge list, values in e, 8 entries: C -0.38; C 0.01; H 0.22; H 0.15; C 0.01; C -0.41; H 0.16; H 0.20

ORCA calculation (ωB97M-V/def2-TZVPD) on an isolated ion of composition C7H15N4 and charge +1 in a non-equilibrium geometry.

Values from the calculation:
- Maximum force: 4.8 eV/Å
- Energy relative to the best compared isomer or geometry (same formula, charge and spin): 121.2 kcal per mole

```
! wB97M-V def2-TZVPD RIJCOSX def2/J DEFGRID3
* xyz 1 1
C 0.602 0.006 1.063
C 0.296 2.616 -1.756
C 0.786 -0.864 2.218
C -0.790 1.997 -0.860
C 0.195 -2.299 2.034
C 0.016 -2.659 0.608
C -0.773 -1.592 -0.061
N -0.152 -0.313 0.027
N -0.649 0.553 -1.013
N -0.062 -0.010 -2.227
N 0.405 3.897 -1.677
H 1.943 -0.882 2.304
H 0.527 -0.540 3.188
H -0.760 2.226 0.102
H -1.753 2.297 -1.220
H 0.985 -2.920 2.449
H -0.757 -2.428 2.674
H 1.012 -2.525 0.249
H -0.357 -3.724 0.489
H -0.886 -1.917 -1.129
H -1.834 -1.411 0.290
H -0.614 0.088 -3.002
H 0.725 0.504 -2.527
H 0.997 1.111 1.193
H -0.007 4.511 -0.972
H 0.906 4.277 -2.442
*
```

natural (NBO) atomic charge list, values in e, 8 entries: C 0.23; C 0.07; C -0.51; C -0.37; C -0.39; C -0.43; C -0.25; N -0.10

ORCA calculation (ωB97M-V/def2-TZVPD) on C28H33BrFN4O5ReS as an isolated structure.

Values from the calculation:
- Maximum force: 0.7 eV/Å
- Energy relative to the best compared isomer or geometry (same formula, charge and spin): 0.3 kcal per mole

```
! wB97M-V def2-TZVPD RIJCOSX def2/J DEFGRID3
* xyz 1 4
Re 0.588 1.429 1.419
O -4.214 5.122 1.533
C -3.180 4.281 1.545
C -3.154 3.118 2.331
C -2.034 2.335 2.280
N -0.998 2.677 1.515
C -1.021 3.752 0.721
C -2.099 4.589 0.706
C 0.220 3.853 -0.152
O 0.347 4.729 -0.955
O 1.095 2.869 0.080
C -1.837 0.990 2.958
O -2.708 0.495 3.613
O -0.646 0.448 2.704
H -4.910 4.843 2.140
H -3.981 2.817 2.963
H -2.111 5.456 0.059
Br 5.784 -2.799 0.699
C 4.297 -1.683 0.867
C 4.039 -0.716 -0.094
C 2.967 0.123 0.094
N 2.157 0.028 1.166
C 2.393 -0.938 2.071
C 3.452 -1.808 1.960
H 4.670 -0.609 -0.964
H 2.739 0.909 -0.614
H 1.708 -0.994 2.907
H 3.620 -2.561 2.717
C -6.319 -3.212 -2.560
C -4.969 -3.615 -1.977
C -4.154 -2.406 -1.533
C -2.812 -2.814 -0.936
N -1.976 -1.674 -0.563
C -1.318 -0.877 -1.412
S -0.645 0.604 -0.870
N -1.204 -1.260 -2.677
C -0.500 -0.561 -3.758
C 0.218 -1.543 -4.674
C 1.528 -2.105 -4.119
C 1.383 -3.018 -2.901
H -6.885 -4.089 -2.874
H -6.192 -2.567 -3.432
H -6.917 -2.672 -1.824
H -4.404 -4.182 -2.724
H -5.125 -4.280 -1.123
H -4.715 -1.839 -0.784
H -3.994 -1.737 -2.385
H -2.261 -3.458 -1.628
H -2.966 -3.399 -0.031
H -2.072 -1.310 0.371
H -1.698 -2.093 -2.954
H 0.206 0.134 -3.312
H -1.225 0.025 -4.324
H 0.431 -1.014 -5.604
H -0.457 -2.369 -4.933
H 2.194 -1.272 -3.872
H 2.012 -2.666 -4.920
H 1.034 -2.474 -2.021
H 2.341 -3.474 -2.647
H 0.677 -3.829 -3.105
F 6.861 1.034 3.526
C 5.584 1.440 3.409
C 4.667 1.051 4.362
C 3.347 1.458 4.218
C 2.944 2.238 3.137
C 1.509 2.623 2.959
C 3.910 2.637 2.213
C 5.232 2.242 2.340
H 4.987 0.445 5.200
H 2.617 1.169 4.968
H 1.405 3.654 2.619
H 0.934 2.483 3.877
H 3.615 3.267 1.378
H 5.990 2.551 1.631
*
```

Mulliken atomic charge list, values in e, 8 entries: Re 0.37; O -0.51; C 0.97; C -0.50; C 0.10; N 0.47; C 0.62; C -0.70

ORCA calculation (ωB97M-V/def2-TZVPD) on a 8-piece molecular cluster, C34H61FO14S7 overall in a non-equilibrium geometry.

Values from the calculation:
- SMILES: O=S1(=O)CCCC1.O=S1(=O)CCCC1.O=S1(=O)CCCC1.O=S1(=O)CCCC1.O=S1(=O)CCCC1.O=S1(=O)CCCC1.O=S1(=O)CCCC1.Fc1ccccc1
- Maximum force: 13.1 eV/Å
- Energy relative to the best compared isomer or geometry (same formula, charge and spin): 28.8 kcal per mole

```
! wB97M-V def2-TZVPD RIJCOSX def2/J DEFGRID3
* xyz 0 1
O 6.750 4.308 -2.418
S 5.723 4.975 -1.654
O 5.389 6.384 -1.674
C 4.215 4.415 -2.209
C 3.722 3.397 -1.245
C 4.889 3.092 -0.299
C 5.632 4.285 -0.127
H 4.248 3.934 -3.016
H 3.419 5.233 -2.325
H 3.080 4.004 -0.602
H 3.221 2.526 -1.491
H 5.246 2.202 -0.862
H 4.658 2.944 0.923
H 6.574 4.130 0.255
H 5.063 5.000 0.692
O -2.486 -4.344 -1.029
S -1.577 -4.203 -2.153
O -0.872 -3.035 -2.450
C -0.406 -5.520 -2.271
C -1.066 -6.298 -3.405
C -1.783 -5.400 -4.333
C -2.623 -4.534 -3.533
H -0.374 -5.994 -1.221
H 0.722 -5.146 -2.411
H -0.193 -6.782 -3.855
H -1.711 -7.013 -2.886
H -2.356 -5.776 -5.081
H -0.871 -4.728 -4.731
H -3.498 -5.169 -3.010
H -2.762 -3.532 -3.953
O 2.893 -5.656 0.214
S 2.404 -5.473 1.500
O 3.052 -5.883 2.670
C 2.081 -3.681 1.819
C 0.554 -3.765 1.405
C -0.141 -5.054 1.987
C 0.771 -6.040 1.716
H 2.646 -3.050 1.285
H 2.162 -3.363 2.651
H -0.022 -2.647 1.662
H 0.456 -3.679 0.369
H -1.067 -5.141 1.459
H -0.441 -4.789 2.986
H 0.544 -6.407 0.767
H 0.956 -6.991 2.313
O -4.741 2.289 0.818
S -4.456 1.690 -0.452
O -4.568 2.431 -1.710
C -2.943 0.835 -0.439
C -3.185 -0.562 -0.774
C -4.613 -0.768 -1.351
C -5.452 0.194 -0.641
H -2.392 0.967 0.669
H -2.396 1.517 -1.132
H -2.488 -0.830 -1.480
H -3.047 -1.297 -0.087
H -5.175 -1.813 -1.255
H -4.665 -0.408 -2.373
H -5.619 -0.382 0.442
H -6.274 0.340 -1.186
O -2.161 -1.178 2.548
S -2.078 -0.968 3.962
O -0.994 -1.533 4.726
C -2.286 0.700 4.302
C -3.906 0.863 4.492
C -4.446 -0.536 4.452
C -3.537 -1.578 4.653
H -2.036 1.271 3.570
H -1.904 0.915 5.291
H -4.033 1.292 5.475
H -4.310 1.654 3.741
H -4.997 -0.880 3.506
H -5.179 -0.904 5.160
H -3.928 -2.703 4.469
H -3.239 -1.622 5.781
O -0.841 0.809 -6.116
S -1.507 1.943 -5.521
O -2.787 2.517 -5.908
C -1.488 1.638 -3.679
C -0.020 1.705 -3.446
C 0.688 2.639 -4.500
C -0.193 3.152 -5.433
H -1.698 0.533 -3.645
H -2.055 2.215 -3.114
H 0.368 2.217 -2.565
H 0.486 0.783 -3.645
H 1.445 2.043 -4.999
H 1.290 3.441 -4.007
H 0.215 2.934 -6.326
H -0.465 4.272 -5.180
O -0.820 3.502 2.438
S 0.151 4.325 2.998
O -0.156 5.679 3.399
C 0.758 3.532 4.492
C 2.306 3.326 4.194
C 2.688 4.361 3.121
C 1.679 4.214 2.132
H 0.289 2.603 4.529
H 0.778 4.083 5.372
H 3.029 3.459 5.138
H 2.454 2.276 3.644
H 3.624 4.275 2.536
H 2.716 5.307 3.560
H 1.551 3.389 1.669
H 1.651 5.036 1.236
F 2.890 -1.088 -2.589
C 2.652 -0.642 -1.288
C 1.288 -0.508 -0.918
C 1.038 -0.020 0.398
C 2.018 0.129 1.306
C 3.290 -0.092 0.899
C 3.696 -0.385 -0.392
H 0.626 -0.888 -1.496
H -0.030 0.151 0.952
H 1.712 0.487 2.234
H 4.195 0.218 1.590
H 4.717 -0.305 -0.675
*
```

Mulliken atomic charge list, values in e, 8 entries: O -0.68; S 1.12; O -0.71; C -1.23; C 0.02; C 0.05; C -0.69; H 0.70

ORCA calculation (ωB97M-V/def2-TZVPD) on one molecule with the formula C6H12O5 in a non-equilibrium geometry.

Values from the calculation:
- SMILES: O[C@@H]1[C@H](O)[C@H](O)C[C@H](O)[C@H]1O
- Maximum force: 6.1 eV/Å
- Energy relative to the best compared isomer or geometry (same formula, charge and spin): 39.9 kcal per mole

```
! wB97M-V def2-TZVPD RIJCOSX def2/J DEFGRID3
* xyz 0 1
O 0.743 -0.431 1.818
C 0.100 -1.055 0.695
C 1.058 -0.735 -0.464
O 2.445 -1.001 0.133
C 1.082 0.678 -0.727
O 1.559 1.470 0.295
C -0.324 1.131 -1.147
C -1.368 0.776 -0.023
O -1.216 1.725 1.037
C -1.337 -0.708 0.483
O -2.024 -1.562 -0.537
H 0.735 0.524 1.733
H 0.145 -2.183 0.939
H 0.912 -1.422 -1.305
H 2.961 -1.085 -0.668
H 1.650 0.698 -1.668
H 2.439 1.079 0.498
H -0.623 0.551 -2.056
H -0.465 2.234 -1.362
H -2.308 0.777 -0.529
H -2.045 1.621 1.631
H -2.035 -0.692 1.433
H -2.085 -2.388 -0.210
*
```

natural (NBO) atomic charge list, values in e, 8 entries: O -0.72; C 0.04; C 0.05; O -0.73; C 0.05; O -0.70; C -0.43; C 0.07

Please write out number 5 again, unchanged.
ORCA calculation (ωB97M-V/def2-TZVPD) on an isolated ion of composition C7H15N4 and charge +1 in a non-equilibrium geometry.

Values from the calculation:
- Maximum force: 4.8 eV/Å
- Energy relative to the best compared isomer or geometry (same formula, charge and spin): 121.2 kcal per mole

```
! wB97M-V def2-TZVPD RIJCOSX def2/J DEFGRID3
* xyz 1 1
C 0.602 0.006 1.063
C 0.296 2.616 -1.756
C 0.786 -0.864 2.218
C -0.790 1.997 -0.860
C 0.195 -2.299 2.034
C 0.016 -2.659 0.608
C -0.773 -1.592 -0.061
N -0.152 -0.313 0.027
N -0.649 0.553 -1.013
N -0.062 -0.010 -2.227
N 0.405 3.897 -1.677
H 1.943 -0.882 2.304
H 0.527 -0.540 3.188
H -0.760 2.226 0.102
H -1.753 2.297 -1.220
H 0.985 -2.920 2.449
H -0.757 -2.428 2.674
H 1.012 -2.525 0.249
H -0.357 -3.724 0.489
H -0.886 -1.917 -1.129
H -1.834 -1.411 0.290
H -0.614 0.088 -3.002
H 0.725 0.504 -2.527
H 0.997 1.111 1.193
H -0.007 4.511 -0.972
H 0.906 4.277 -2.442
*
```

natural (NBO) atomic charge list, values in e, 8 entries: C 0.23; C 0.07; C -0.51; C -0.37; C -0.39; C -0.43; C -0.25; N -0.10

Please write out number 6 again, unchanged.
ORCA calculation (ωB97M-V/def2-TZVPD) on C28H33BrFN4O5ReS as an isolated structure.

Values from the calculation:
- Maximum force: 0.7 eV/Å
- Energy relative to the best compared isomer or geometry (same formula, charge and spin): 0.3 kcal per mole

```
! wB97M-V def2-TZVPD RIJCOSX def2/J DEFGRID3
* xyz 1 4
Re 0.588 1.429 1.419
O -4.214 5.122 1.533
C -3.180 4.281 1.545
C -3.154 3.118 2.331
C -2.034 2.335 2.280
N -0.998 2.677 1.515
C -1.021 3.752 0.721
C -2.099 4.589 0.706
C 0.220 3.853 -0.152
O 0.347 4.729 -0.955
O 1.095 2.869 0.080
C -1.837 0.990 2.958
O -2.708 0.495 3.613
O -0.646 0.448 2.704
H -4.910 4.843 2.140
H -3.981 2.817 2.963
H -2.111 5.456 0.059
Br 5.784 -2.799 0.699
C 4.297 -1.683 0.867
C 4.039 -0.716 -0.094
C 2.967 0.123 0.094
N 2.157 0.028 1.166
C 2.393 -0.938 2.071
C 3.452 -1.808 1.960
H 4.670 -0.609 -0.964
H 2.739 0.909 -0.614
H 1.708 -0.994 2.907
H 3.620 -2.561 2.717
C -6.319 -3.212 -2.560
C -4.969 -3.615 -1.977
C -4.154 -2.406 -1.533
C -2.812 -2.814 -0.936
N -1.976 -1.674 -0.563
C -1.318 -0.877 -1.412
S -0.645 0.604 -0.870
N -1.204 -1.260 -2.677
C -0.500 -0.561 -3.758
C 0.218 -1.543 -4.674
C 1.528 -2.105 -4.119
C 1.383 -3.018 -2.901
H -6.885 -4.089 -2.874
H -6.192 -2.567 -3.432
H -6.917 -2.672 -1.824
H -4.404 -4.182 -2.724
H -5.125 -4.280 -1.123
H -4.715 -1.839 -0.784
H -3.994 -1.737 -2.385
H -2.261 -3.458 -1.628
H -2.966 -3.399 -0.031
H -2.072 -1.310 0.371
H -1.698 -2.093 -2.954
H 0.206 0.134 -3.312
H -1.225 0.025 -4.324
H 0.431 -1.014 -5.604
H -0.457 -2.369 -4.933
H 2.194 -1.272 -3.872
H 2.012 -2.666 -4.920
H 1.034 -2.474 -2.021
H 2.341 -3.474 -2.647
H 0.677 -3.829 -3.105
F 6.861 1.034 3.526
C 5.584 1.440 3.409
C 4.667 1.051 4.362
C 3.347 1.458 4.218
C 2.944 2.238 3.137
C 1.509 2.623 2.959
C 3.910 2.637 2.213
C 5.232 2.242 2.340
H 4.987 0.445 5.200
H 2.617 1.169 4.968
H 1.405 3.654 2.619
H 0.934 2.483 3.877
H 3.615 3.267 1.378
H 5.990 2.551 1.631
*
```

Mulliken atomic charge list, values in e, 8 entries: Re 0.37; O -0.51; C 0.97; C -0.50; C 0.10; N 0.47; C 0.62; C -0.70

Q: maximum force of number 8 (C6H12O5)?
A: 6.1 eV/Å